(1)
Molecular formula: C42H37IIrNO7P4
Method: DFT, the ωB97M-V functional and the def2-TZVPD basis

Each line ends with the Löwdin charge.
Positions of all 93 atoms, in Å:
Ir (-0.731, -0.527, 0.368)  0.798
C (-1.067, 2.782, 1.652)  -0.284
N (0.312, 3.021, 1.927)  -0.184
C (0.956, 1.941, 2.626)  -0.256
P (1.337, 0.275, 1.765)  0.993
C (2.679, 0.834, 0.656)  -0.331
C (3.887, 0.139, 0.574)  -0.076
C (4.855, 0.525, -0.340)  -0.059
C (4.626, 1.593, -1.199)  -0.078
C (3.422, 2.277, -1.138)  -0.073
C (2.458, 1.896, -0.215)  -0.136
C (2.069, -0.250, 3.369)  -0.323
C (3.352, 0.176, 3.710)  -0.089
C (3.906, -0.163, 4.934)  -0.069
C (3.177, -0.910, 5.847)  -0.079
C (1.882, -1.291, 5.538)  -0.062
C (1.325, -0.956, 4.311)  -0.090
C (0.860, 4.313, 1.867)  -0.245
C (2.233, 4.501, 1.700)  -0.028
C (2.766, 5.780, 1.645)  -0.077
C (1.951, 6.897, 1.746)  -0.103
C (0.588, 6.718, 1.929)  -0.087
C (0.047, 5.444, 2.004)  -0.036
P (-1.483, 1.536, 0.363)  0.854
C (-3.273, 1.572, 0.753)  -0.437
C (-3.717, 0.797, 1.829)  -0.174
C (-5.038, 0.873, 2.243)  -0.071
C (-5.922, 1.729, 1.597)  -0.076
C (-5.480, 2.513, 0.543)  -0.070
C (-4.156, 2.444, 0.127)  -0.078
C (-1.314, 2.422, -1.216)  -0.339
C (-0.588, 3.604, -1.327)  -0.077
C (-0.411, 4.204, -2.568)  -0.066
C (-0.960, 3.629, -3.702)  -0.073
C (-1.692, 2.452, -3.598)  -0.060
C (-1.862, 1.849, -2.364)  -0.101
H (-1.572, 3.686, 1.312)  0.092
H (-1.598, 2.426, 2.548)  0.110
H (0.337, 1.645, 3.488)  0.103
H (1.915, 2.278, 3.017)  0.092
H (4.055, -0.730, 1.198)  0.104
H (5.787, -0.023, -0.392)  0.108
H (5.379, 1.880, -1.923)  0.103
H (3.219, 3.097, -1.815)  0.108
H (1.516, 2.424, -0.189)  0.082
H (3.937, 0.764, 3.015)  0.100
H (4.911, 0.159, 5.172)  0.104
H (3.614, -1.183, 6.798)  0.102
H (1.296, -1.856, 6.251)  0.107
H (0.307, -1.235, 4.093)  0.079
H (2.886, 3.646, 1.608)  0.098
H (3.834, 5.898, 1.509)  0.105
H (2.373, 7.892, 1.698)  0.099
H (-0.063, 7.576, 2.039)  0.103
H (-1.013, 5.331, 2.188)  0.104
H (-3.031, 0.120, 2.334)  0.082
H (-5.375, 0.263, 3.070)  0.111
H (-6.953, 1.786, 1.920)  0.105
H (-6.166, 3.183, 0.040)  0.106
H (-3.821, 3.054, -0.702)  0.107
H (-0.152, 4.075, -0.455)  0.088
H (0.160, 5.120, -2.641)  0.108
H (-0.819, 4.094, -4.669)  0.105
H (-2.121, 1.997, -4.481)  0.110
H (-2.420, 0.924, -2.293)  0.069
I (-3.154, -1.395, -0.570)  1.354
C (-2.216, -2.108, -2.267)  -0.597
C (-2.899, -2.916, -3.127)  -0.146
C (-2.253, -3.369, -4.295)  -0.080
C (-0.968, -2.991, -4.539)  -0.033
C (-0.257, -2.151, -3.646)  -0.162
C (1.086, -1.805, -3.921)  -0.039
C (1.768, -1.012, -3.055)  -0.050
C (1.142, -0.524, -1.889)  -0.090
C (-0.152, -0.824, -1.548)  -0.290
C (-0.884, -1.672, -2.460)  -0.239
H (-3.919, -3.210, -2.920)  0.094
H (-2.781, -4.016, -4.982)  0.105
H (-0.457, -3.334, -5.431)  0.113
H (1.553, -2.194, -4.818)  0.112
H (2.804, -0.757, -3.242)  0.108
H (1.724, 0.098, -1.238)  0.049
O (-1.662, -3.898, 2.837)  -0.083
P (-0.739, -2.876, 2.047)  0.168
O (-0.745, -3.056, 0.552)  -0.397
O (-1.141, -1.480, 2.485)  -0.406
O (0.727, -3.303, 2.559)  -0.248
P (2.044, -2.932, 1.643)  0.267
O (1.921, -3.898, 0.396)  -0.098
O (3.289, -3.092, 2.385)  -0.230
O (1.637, -1.529, 1.116)  -0.486
H (-1.507, -4.810, 2.569)  0.092
H (1.016, -3.842, 0.038)  0.055

Forces on the atoms, in the same order (eV/Å):
Ir 0.0 -0.1 2.3
C 0.1 0.0 0.3
N 0.2 0.1 -0.6
C -0.1 -0.1 -0.1
P -0.3 0.0 -1.1
C 0.1 -0.1 0.2
C -0.1 -0.1 -0.1
C 0.0 0.0 0.0
C 0.0 0.0 0.0
C 0.0 0.0 0.0
C 0.1 0.2 0.2
C -0.2 -0.1 0.1
C 0.0 0.0 -0.1
C 0.0 0.0 0.0
C 0.0 0.0 0.0
C 0.0 0.0 0.0
C 0.0 0.1 0.1
C -0.2 -0.1 0.4
C 0.1 0.0 0.1
C 0.0 0.0 0.0
C 0.0 0.0 0.0
C 0.0 0.0 0.0
C 0.0 0.0 -0.1
P -0.5 0.0 -0.7
C 0.0 0.2 0.1
C 0.0 0.0 0.0
C 0.0 0.0 0.0
C 0.0 0.0 0.0
C 0.0 0.0 0.0
C 0.0 -0.1 -0.1
C 0.1 0.0 0.0
C -0.1 0.1 0.0
C 0.0 0.0 0.0
C 0.0 0.0 0.0
C 0.0 0.0 0.0
C 0.0 0.0 0.0
H 0.0 -0.1 0.0
H 0.0 0.1 0.0
H 0.1 0.1 0.0
H 0.0 0.0 0.0
H 0.0 0.0 0.0
H 0.0 0.0 0.0
H 0.0 0.0 0.0
H 0.0 0.0 0.0
H -0.1 0.0 0.0
H 0.0 0.0 0.0
H 0.0 0.0 0.0
H 0.0 0.0 0.0
H 0.0 0.0 0.0
H 0.0 0.0 0.0
H 0.0 0.0 0.0
H 0.0 0.0 0.0
H 0.0 0.0 0.0
H 0.0 0.0 0.0
H 0.0 0.1 0.0
H 0.0 0.0 0.0
H 0.0 0.0 0.0
H 0.0 0.0 0.0
H 0.0 0.0 0.0
H 0.0 0.0 0.0
H 0.0 0.0 0.0
H 0.0 0.0 0.0
H 0.0 0.0 0.0
H 0.0 0.0 0.0
H 0.0 0.0 0.0
I 0.0 -0.1 0.1
C 0.0 0.0 -0.1
C 0.0 0.0 -0.1
C 0.0 0.0 0.0
C 0.0 0.0 0.0
C 0.0 0.0 0.0
C 0.0 0.0 0.0
C 0.0 0.1 0.0
C -0.1 0.0 -0.2
C 0.3 0.3 -0.3
C 0.1 0.1 0.0
H 0.0 0.0 0.0
H 0.0 0.0 0.0
H 0.0 0.0 0.0
H 0.0 0.0 0.0
H 0.0 0.0 0.0
H 0.0 -0.1 0.0
O -0.1 0.1 -0.1
P 0.3 -0.1 0.1
O 0.0 0.2 -0.1
O 0.0 0.1 -0.2
O -0.2 -0.1 0.1
P -0.2 0.6 0.0
O 0.0 -0.2 0.0
O 0.0 -0.1 0.0
O 0.6 -0.7 -0.2
H 0.0 -0.1 0.0
H 0.0 0.1 0.0

## Properties
HOMO	-7.75	eV
HOMO-LUMO gap	7.12	eV
E	-108080.2090	eV
multiplicity	1

---

(2)
Molecular formula: C42H37N5O2P2Ti
Method: DFT, the ωB97M-V functional and the def2-TZVPD basis

Each line ends with the Mulliken spin population.
Positions of all 89 atoms, in Å:
Ti (0.909, 0.490, -1.142)  0.911
N (-0.953, -0.694, 1.184)  -0.009
P (0.436, 0.227, 1.597)  0.038
C (1.057, -0.591, 3.100)  0.003
C (0.472, -1.742, 3.615)  -0.001
C (0.944, -2.288, 4.807)  0.000
C (1.993, -1.684, 5.482)  0.000
C (2.576, -0.529, 4.968)  0.001
C (2.112, 0.013, 3.783)  0.003
C (-0.174, 1.786, 2.317)  -0.017
C (0.556, 2.948, 2.091)  0.008
C (0.140, 4.157, 2.638)  0.002
C (-1.019, 4.210, 3.403)  0.000
C (-1.752, 3.049, 3.631)  0.000
C (-1.326, 1.841, 3.098)  -0.002
P (-0.884, -1.240, -0.439)  0.060
C (-2.567, -1.143, -1.073)  -0.037
C (-3.606, -1.779, -0.393)  -0.002
C (-4.906, -1.681, -0.862)  0.000
C (-5.173, -0.969, -2.027)  0.000
C (-4.143, -0.351, -2.720)  0.004
C (-2.842, -0.436, -2.238)  0.008
C (-0.518, -3.010, -0.359)  -0.005
C (-1.044, -3.902, -1.290)  -0.004
C (-0.673, -5.242, -1.263)  0.001
C (0.223, -5.695, -0.305)  -0.001
C (0.756, -4.809, 0.624)  0.001
C (0.391, -3.471, 0.594)  0.005
H (-1.861, -0.325, 1.457)  -0.002
H (-0.351, -2.213, 3.092)  -0.001
H (0.484, -3.183, 5.206)  0.000
H (2.356, -2.107, 6.410)  0.000
H (3.398, -0.056, 5.490)  0.000
H (2.583, 0.908, 3.388)  0.000
H (1.452, 2.916, 1.480)  0.009
H (0.721, 5.055, 2.467)  0.000
H (-1.347, 5.149, 3.828)  0.000
H (-2.649, 3.083, 4.236)  0.000
H (-1.898, 0.943, 3.310)  0.001
H (-3.403, -2.354, 0.504)  0.000
H (-5.711, -2.167, -0.326)  0.000
H (-6.189, -0.902, -2.396)  0.000
H (-4.351, 0.198, -3.630)  0.000
H (-2.048, 0.074, -2.768)  0.003
H (-1.763, -3.564, -2.029)  0.000
H (-1.093, -5.932, -1.983)  0.000
H (0.506, -6.740, -0.277)  0.000
H (1.454, -5.160, 1.374)  0.000
H (0.815, -2.797, 1.327)  -0.001
C (-3.942, 4.016, -0.219)  0.000
N (-2.578, 3.577, -0.561)  0.002
C (-1.715, 4.478, -1.082)  -0.001
C (-0.426, 4.178, -1.366)  0.002
C (-0.059, 2.852, -1.080)  -0.002
O (1.180, 2.411, -1.244)  0.009
N (-0.892, 1.925, -0.627)  0.011
C (-2.183, 2.259, -0.259)  -0.001
O (-2.933, 1.512, 0.328)  0.001
H (-4.408, 4.450, -1.100)  0.000
H (-3.900, 4.750, 0.583)  0.000
H (-4.508, 3.154, 0.112)  0.000
H (-2.123, 5.468, -1.244)  0.000
H (0.276, 4.900, -1.748)  0.000
C (2.683, -0.647, -1.347)  0.006
C (3.555, -0.584, -0.119)  -0.019
C (4.296, 0.565, 0.157)  0.012
C (5.127, 0.642, 1.272)  0.000
C (5.241, -0.437, 2.136)  -0.004
C (4.499, -1.585, 1.879)  0.006
C (3.665, -1.651, 0.774)  0.007
H (2.494, -1.689, -1.625)  0.000
H (3.199, -0.176, -2.191)  0.000
H (4.248, 1.407, -0.525)  -0.004
H (5.702, 1.544, 1.447)  0.000
H (5.899, -0.388, 2.994)  0.000
H (4.573, -2.438, 2.544)  0.000
H (3.120, -2.567, 0.571)  0.000
N (0.580, -0.514, -8.516)  0.006
C (0.603, -0.343, -7.382)  -0.002
C (0.635, -0.131, -5.936)  0.010
C (0.961, 1.105, -5.420)  -0.009
C (0.973, 1.255, -4.042)  0.038
N (0.672, 0.263, -3.200)  -0.060
C (0.366, -0.931, -3.720)  0.022
C (0.338, -1.173, -5.083)  -0.005
H (1.212, 1.940, -6.059)  0.000
H (1.249, 2.200, -3.596)  -0.001
H (0.140, -1.733, -3.030)  0.000
H (0.087, -2.157, -5.454)  0.000

Forces on the atoms, in the same order (eV/Å):
Ti 0.4 -0.4 1.3
N -0.2 0.1 -0.2
P 0.0 0.1 0.0
C 0.0 0.1 0.0
C 0.1 -0.1 0.2
C 0.0 0.0 -0.1
C 0.0 0.1 0.0
C 0.0 -0.1 0.0
C 0.1 0.0 -0.1
C -0.1 0.0 0.0
C 0.0 0.1 0.0
C -0.1 -0.1 0.0
C 0.0 -0.1 0.0
C 0.1 0.0 0.0
C 0.0 0.0 0.1
P 0.0 0.2 0.2
C -0.1 -0.2 0.0
C 0.0 0.0 0.0
C 0.0 0.0 -0.1
C 0.0 0.0 0.0
C 0.1 -0.1 0.1
C -0.1 0.1 0.0
C 0.0 -0.1 0.1
C 0.0 -0.1 -0.1
C 0.0 0.1 0.0
C 0.0 0.0 0.0
C -0.1 0.1 -0.1
C 0.0 -0.1 0.0
H 0.0 -0.1 0.1
H 0.0 0.0 0.1
H 0.0 0.0 0.0
H 0.0 0.0 0.0
H 0.0 0.0 0.0
H 0.0 0.0 0.0
H 0.0 0.0 0.0
H 0.0 0.0 0.0
H 0.0 0.0 0.0
H 0.0 0.0 0.0
H 0.0 0.0 0.0
H 0.0 0.0 0.0
H 0.0 0.0 0.0
H 0.0 0.0 0.0
H 0.0 0.0 0.0
H 0.1 0.0 0.0
H 0.0 0.0 0.0
H 0.0 0.0 0.0
H 0.0 0.0 0.0
H 0.0 0.0 0.0
H 0.0 0.0 -0.1
C 0.3 -0.1 0.0
N -0.1 0.1 0.0
C -0.2 0.0 0.0
C -0.2 0.2 0.1
C 1.3 -0.5 -0.1
O -0.8 0.8 -0.2
N -0.5 0.2 -0.1
C 0.5 0.2 0.0
O -0.2 -0.3 0.0
H 0.0 0.0 0.0
H 0.0 0.0 0.0
H 0.0 -0.1 0.0
H 0.0 0.0 0.0
H 0.0 0.0 0.0
C 0.2 -0.3 0.6
C -0.1 0.0 -0.3
C 0.1 0.2 0.1
C -0.1 0.0 -0.1
C -0.1 0.0 0.0
C 0.0 0.1 0.0
C 0.0 -0.1 -0.1
H 0.0 0.0 -0.1
H 0.0 0.1 -0.1
H 0.0 0.0 0.0
H 0.0 0.0 0.0
H 0.0 0.0 0.0
H 0.0 0.0 0.0
H 0.0 0.0 0.0
N 0.0 0.0 -0.1
C 0.0 0.1 0.8
C 0.0 -0.2 -1.3
C 0.1 0.4 0.4
C 0.1 0.3 -0.5
N 0.0 -0.1 -1.0
C -0.1 -0.3 -0.4
C -0.1 -0.3 0.6
H 0.0 0.0 0.0
H 0.0 0.0 0.1
H 0.0 0.0 0.1
H 0.0 0.0 0.0

## Properties
HOMO (alpha / beta)	-10.16 / -10.17	eV
⟨S²⟩	0.755
total charge	+1
HOMO-LUMO gap (alpha / beta)	6.71 / 6.67	eV
E	-97390.9055	eV
multiplicity	2

---

(3)
Molecular formula: C42H37N8O6PS5Sr
Method: DFT, the ωB97M-V functional and the def2-TZVPD basis

Each line ends with the Löwdin charge.
Positions of all 100 atoms, in Å:
Sr (2.263, -20.470, 9.263)  1.235
N (-1.476, -19.629, 5.403)  0.031
C (-0.447, -20.035, 6.124)  -0.956
S (-0.542, -19.930, 7.795)  0.496
N (0.587, -20.437, 5.288)  -0.063
N (1.639, -20.947, 5.938)  -0.058
C (2.761, -21.260, 5.351)  -0.151
C (3.790, -22.027, 6.085)  -0.273
C (4.428, -23.087, 5.352)  -0.040
C (5.239, -23.949, 6.100)  -0.083
C (5.564, -23.613, 7.454)  -0.069
C (4.980, -22.493, 8.012)  -0.156
N (4.112, -21.732, 7.346)  0.068
H (-2.361, -19.462, 5.776)  0.051
H (-1.388, -19.502, 4.398)  0.090
H (3.045, -20.908, 4.353)  0.098
H (4.178, -23.348, 4.279)  0.118
H (5.703, -24.773, 5.522)  0.097
H (6.268, -24.238, 8.000)  0.093
H (5.184, -22.315, 9.099)  0.105
O (5.475, -22.055, 11.814)  -0.347
S (5.462, -20.604, 11.596)  0.478
O (5.196, -19.778, 12.787)  -0.334
O (4.682, -20.037, 10.427)  -0.513
C (7.152, -20.091, 11.212)  -0.231
C (8.062, -20.821, 11.954)  -0.091
C (9.417, -20.567, 11.941)  -0.074
C (9.847, -19.417, 11.253)  -0.076
C (8.935, -18.581, 10.598)  -0.111
C (7.614, -18.947, 10.477)  -0.361
P (6.542, -17.824, 9.569)  1.110
C (6.959, -16.246, 10.387)  -0.363
C (7.653, -15.164, 9.818)  -0.095
C (7.997, -14.138, 10.709)  -0.134
C (7.490, -14.011, 11.966)  -0.127
C (6.608, -14.969, 12.437)  -0.088
C (6.440, -16.133, 11.695)  -0.086
C (7.320, -17.922, 7.964)  -0.373
C (7.079, -16.914, 7.024)  -0.120
C (7.672, -17.017, 5.800)  -0.113
C (8.618, -18.003, 5.529)  -0.100
C (8.832, -18.997, 6.479)  -0.099
C (8.044, -19.061, 7.591)  -0.091
H (7.550, -21.593, 12.601)  0.125
H (10.088, -21.183, 12.497)  0.090
H (10.905, -19.124, 11.315)  0.097
H (9.238, -17.627, 10.130)  0.117
H (8.038, -15.074, 8.766)  0.108
H (8.749, -13.400, 10.340)  0.106
H (7.841, -13.235, 12.678)  0.108
H (5.952, -14.850, 13.288)  0.106
H (5.984, -16.974, 12.210)  0.111
H (6.550, -15.985, 7.374)  0.113
H (7.476, -16.369, 4.969)  0.091
H (9.204, -17.999, 4.633)  0.087
H (9.605, -19.748, 6.267)  0.107
H (8.076, -19.970, 8.214)  0.122
C (2.861, -15.163, 6.406)  -0.065
N (2.828, -15.142, 7.885)  -0.134
C (3.210, -14.112, 8.772)  -0.052
C (2.934, -14.513, 10.020)  -0.040
N (2.481, -15.859, 9.954)  0.022
C (2.409, -16.227, 8.644)  -0.698
S (1.762, -17.594, 7.895)  0.597
C (2.022, -16.509, 11.139)  -0.252
C (1.786, -15.814, 12.370)  -0.019
C (1.480, -16.531, 13.474)  -0.048
C (1.435, -17.927, 13.338)  -0.036
C (1.550, -18.553, 12.135)  -0.079
N (1.839, -17.797, 11.043)  0.105
H (1.849, -14.954, 6.016)  0.085
H (3.076, -16.210, 6.119)  0.051
H (3.566, -14.365, 6.049)  0.093
H (3.542, -13.197, 8.328)  0.106
H (3.036, -14.043, 10.980)  0.097
H (1.975, -14.721, 12.372)  0.096
H (1.334, -16.097, 14.475)  0.119
H (1.319, -18.474, 14.237)  0.078
H (1.336, -19.586, 11.946)  0.087
S (-1.469, -19.111, 17.612)  0.263
C (-0.013, -18.504, 17.190)  -1.126
N (1.093, -18.169, 16.884)  -0.060
C (2.648, -26.552, 14.868)  -0.074
C (2.151, -25.690, 13.724)  -0.274
C (0.810, -25.710, 13.234)  -0.055
C (0.488, -24.779, 12.290)  -0.074
C (1.451, -23.837, 11.771)  -0.206
C (2.766, -23.858, 12.213)  -0.040
C (3.058, -24.814, 13.161)  -0.064
S (0.889, -22.931, 10.278)  0.483
O (2.209, -22.772, 9.601)  -0.543
O (-0.132, -23.786, 9.751)  -0.297
O (0.442, -21.546, 10.640)  -0.493
H (3.737, -26.727, 14.814)  0.070
H (2.258, -27.590, 14.838)  0.072
H (2.421, -26.093, 15.827)  0.075
H (0.059, -26.482, 13.583)  0.123
H (-0.563, -24.730, 11.919)  0.119
H (3.539, -23.216, 11.795)  0.087
H (4.093, -24.887, 13.545)  0.119

Forces on the atoms, in the same order (eV/Å):
Sr 0.4 1.6 -0.9
N -0.8 0.6 -2.5
C 2.7 -1.0 -0.6
S 0.0 -0.4 0.5
N 0.0 0.5 0.7
N 0.8 -0.5 0.5
C -1.1 1.1 0.5
C 0.4 -0.3 -1.2
C -0.3 -0.6 0.9
C 0.6 1.0 -0.4
C -0.1 -0.8 -1.7
C 0.4 -0.9 0.8
N -0.7 0.2 0.3
H -1.0 0.4 1.0
H 0.3 -0.4 0.5
H -0.4 -0.4 -0.2
H 0.2 0.6 1.5
H -0.2 0.3 0.9
H -0.2 0.2 0.1
H -0.3 0.4 -1.1
O -0.2 1.2 -0.7
S -1.1 2.8 -0.3
O 0.2 -1.2 -0.7
O 0.3 -2.0 1.0
C 0.7 0.7 -0.4
C -1.1 -1.3 0.9
C -0.3 1.3 -0.7
C 0.4 0.1 0.4
C 1.1 -0.3 0.0
C -1.2 -1.2 1.5
P -2.1 -0.4 0.2
C 0.3 0.2 -0.6
C 0.3 0.1 0.5
C 1.4 1.0 -1.8
C 0.0 0.6 1.7
C -0.5 -0.7 -0.6
C 0.4 0.2 -0.1
C -0.1 0.2 -0.2
C -0.2 0.9 1.5
C 0.9 -0.2 -1.6
C -0.2 -0.1 1.0
C 0.5 -0.5 -1.6
C 0.2 -0.3 1.1
H 1.2 0.6 -0.8
H 0.4 -0.2 0.2
H -0.5 -0.1 -0.1
H 0.1 -0.7 0.3
H -0.5 -0.6 1.2
H -0.8 -0.4 0.4
H -0.4 -0.2 -0.9
H 0.6 0.1 0.5
H -0.4 -0.1 -0.5
H 0.2 -1.2 -0.8
H -0.3 0.7 0.0
H 0.0 0.1 -0.4
H -0.5 0.1 0.2
H 0.1 0.8 -0.1
C -0.2 0.3 0.7
N 0.4 -0.2 1.3
C -0.8 -0.5 -1.2
C 0.2 -0.9 -0.1
N 0.2 2.0 0.4
C -0.6 -0.4 -1.4
S 0.4 0.3 0.3
C -0.4 -0.8 0.9
C 1.1 1.7 -2.3
C 0.2 -1.0 0.6
C -0.3 0.1 1.1
C 0.0 2.1 -1.0
N 0.2 -1.2 -0.3
H 0.4 0.0 0.2
H 0.3 0.7 -0.1
H -0.5 -1.0 0.3
H 0.2 0.4 0.3
H 0.3 0.2 -0.2
H -0.6 -0.9 0.4
H 0.1 -0.2 -0.6
H -0.3 -0.6 0.7
H 0.1 -0.5 0.3
S -0.9 -0.1 0.3
C 3.4 0.6 -0.9
N -2.6 -0.4 0.6
C 0.2 -1.1 -0.5
C -0.6 -0.5 -0.1
C 0.9 -0.8 1.2
C -0.6 1.4 -1.1
C -1.6 -0.9 -0.1
C -1.0 0.1 -0.8
C 1.4 -0.2 1.2
S 1.1 0.5 2.5
O -0.9 -1.0 -0.6
O 0.2 0.2 -0.8
O 0.3 -1.2 -0.2
H -0.3 0.5 0.0
H -0.3 0.6 0.1
H -0.1 -0.1 0.1
H 1.0 1.1 -0.3
H 1.1 0.0 0.1
H -0.2 -0.1 0.1
H -0.6 0.2 -0.3

## Properties
HOMO	-2.30	eV
total charge	-2
HOMO-LUMO gap	5.70	eV
E	-132664.9164	eV
multiplicity	1

---

The energy above the lowest of the compared OMol25 structures with the same formula, charge and spin results, record by record, are as follows: 43.29 0.00 0.00 kcal per mole.